No. 1
Formula: C11H20NO17Sr
Source: the OMol25 dataset
Level of theory: ωB97M-V with the def2-TZVPD basis set

CARTESIAN COORDINATES (ANGSTROEM)
Sr (-0.430, -0.951, 1.083)
O (0.512, -4.088, -0.970)
C (1.058, -4.206, 0.293)
O (1.608, -5.293, 0.555)
O (0.961, -3.204, 1.051)
H (0.005, -3.255, -0.990)
O (0.460, -1.211, 5.504)
C (0.121, -1.340, 4.164)
O (-0.234, -2.404, 3.676)
O (0.326, -0.308, 3.429)
H (0.745, -0.290, 5.517)
O (0.287, -1.476, -3.199)
C (-0.866, -1.070, -2.518)
O (-1.653, -0.378, -3.185)
O (-0.956, -1.498, -1.348)
H (0.223, -0.969, -4.014)
O (-4.316, 1.878, 1.747)
C (-3.445, 1.049, 0.996)
O (-2.479, 0.616, 1.693)
O (-3.685, 0.907, -0.187)
H (-4.092, 1.541, 2.622)
O (-2.290, -4.603, 2.131)
C (-2.811, -3.768, 1.136)
O (-3.608, -4.351, 0.355)
O (-2.436, -2.586, 1.128)
H (-2.732, -5.415, 1.857)
C (1.639, 4.681, -2.512)
O (1.276, 3.412, -2.071)
C (-0.033, 3.406, -1.490)
C (-0.419, 1.996, -1.066)
N (-0.076, 1.633, 0.330)
C (1.325, 1.801, 0.663)
C (2.265, 0.895, -0.134)
O (1.900, -0.442, -0.042)
C (2.516, -1.277, -1.029)
H (2.566, 4.585, -3.086)
H (1.911, 5.369, -1.691)
H (0.859, 5.164, -3.112)
H (-0.770, 3.847, -2.173)
H (0.008, 4.092, -0.625)
H (0.140, 1.302, -1.700)
H (-1.485, 1.820, -1.215)
H (-0.792, 2.136, 0.843)
H (1.432, 1.484, 1.708)
H (1.692, 2.833, 0.557)
H (3.286, 0.963, 0.275)
H (2.372, 1.346, -1.130)
H (2.924, -0.621, -1.807)
H (1.833, -1.982, -1.483)
H (3.357, -1.777, -0.538)

Output
net charge = -3
2S+1 = 1
ΔE to the lowest compared entry with this formula, charge and spin = 0.0 kcal per mole
lowest unoccupied orbital energy = 5.52 eV

Results of the Löwdin charge analysis, in e, for atoms 1 through 8: Sr 1.575; O 0.021; C -0.817; O -0.076; O -0.126; H 0.047; O 0.026; C -0.810

---

No. 2
Formula: C11H21B2EuF4N4O9PSe
Source: the OMol25 dataset
Level of theory: ωB97M-V with the def2-TZVPD basis set

CARTESIAN COORDINATES (ANGSTROEM)
Eu (-0.278, 0.796, -0.025)
C (3.895, -0.256, -1.185)
C (2.463, -0.609, -0.985)
N (1.458, 0.038, -1.461)
O (1.608, 1.403, -1.796)
B (2.132, 2.348, -0.660)
F (2.385, 1.525, 0.461)
F (3.225, 3.000, -1.149)
O (1.155, 3.431, -0.194)
N (0.321, 2.939, 0.827)
C (0.678, 3.072, 2.052)
C (1.738, 4.012, 2.511)
C (0.086, 2.055, 3.000)
N (-0.069, 0.905, 2.447)
O (-0.443, -0.161, 3.207)
B (-0.617, -1.404, 2.360)
F (-1.462, -1.090, 1.239)
F (-1.138, -2.362, 3.184)
O (0.650, -2.015, 1.767)
N (1.066, -1.273, 0.713)
C (2.063, -1.667, 0.001)
C (2.867, -2.894, 0.265)
C (-0.102, 2.296, 4.458)
H (3.984, 0.700, -1.693)
H (4.421, -0.209, -0.231)
H (4.366, -1.037, -1.788)
H (2.259, 4.417, 1.647)
H (1.287, 4.830, 3.077)
H (2.447, 3.507, 3.167)
H (2.256, -3.629, 0.786)
H (3.248, -3.320, -0.663)
H (3.723, -2.663, 0.903)
H (0.051, 3.343, 4.710)
H (-1.110, 2.001, 4.750)
H (0.592, 1.684, 5.035)
O (-2.855, -0.358, -4.371)
Se (-2.733, 1.364, -1.401)
O (-4.129, 1.073, -2.149)
O (-2.762, 1.425, 0.217)
O (-1.527, 2.191, -2.075)
C (-1.193, -2.956, -1.718)
P (-2.461, -1.746, -2.079)
C (-2.768, -1.665, -3.890)
C (-3.981, -2.145, -1.214)
O (-1.933, -0.383, -1.554)
H (-1.471, -3.929, -2.124)
H (-1.056, -3.025, -0.636)
H (-0.256, -2.617, -2.162)
H (-3.663, -2.273, -4.081)
H (-1.935, -2.137, -4.414)
H (-3.628, 0.099, -4.006)
H (-4.340, -3.140, -1.475)
H (-4.733, -1.396, -1.466)
H (-3.780, -2.094, -0.142)

Output
2S+1 = 8
ΔE to the lowest compared entry with this formula, charge and spin = 0.0 kcal per mole
lowest unoccupied orbital energy (alpha / beta) = -0.20 / -0.20 eV

Results of the Löwdin charge analysis, in e, for atoms 1 through 8: Eu 1.654; C 0.006; C -0.281; N -0.072; O -0.054; B -1.080; F 0.108; F 0.181

---

No. 3
Formula: C11H21BrCl3FKLiMgNO6
Source: the OMol25 dataset
Level of theory: ωB97M-V with the def2-TZVPD basis set

CARTESIAN COORDINATES (ANGSTROEM)
C (-1.042, -0.033, 1.119)
C (-0.019, -1.155, 1.183)
O (1.173, -0.751, 1.898)
C (2.081, 0.059, 1.058)
N (1.940, 1.423, 1.226)
F (1.821, 2.129, -0.122)
H (-1.751, -0.145, 1.929)
H (-0.539, 0.919, 1.245)
H (-1.557, -0.029, 0.165)
H (0.177, -1.611, 0.172)
H (-0.474, -1.942, 1.786)
H (3.129, -0.181, 1.431)
H (2.044, -0.201, -0.006)
Li (1.344, -2.975, 0.208)
O (3.396, 1.484, -2.542)
H (3.055, 1.591, -1.620)
O (0.203, 0.043, -3.601)
H (0.958, 0.682, -3.266)
H (0.458, -0.935, -3.770)
H (-0.237, 0.403, -4.393)
K (2.871, -1.728, 3.008)
Cl (-1.117, -2.675, -0.962)
Mg (-0.348, -4.016, -3.088)
O (1.468, 3.609, 3.521)
H (1.725, 3.275, 2.649)
H (1.804, 4.507, 3.569)
Cl (3.400, 1.874, -8.353)
C (3.647, 3.258, -7.259)
C (2.599, 3.296, -6.179)
Cl (0.965, 3.675, -6.795)
H (3.647, 4.166, -7.855)
H (4.629, 3.140, -6.805)
H (2.849, 4.077, -5.464)
H (2.514, 2.354, -5.664)
Br (2.068, 2.354, -3.459)
C (-5.058, -3.501, 4.863)
C (-3.977, -3.468, 5.637)
C (-2.907, -2.462, 5.422)
O (-1.917, -2.432, 6.123)
C (-3.090, -1.491, 4.312)
C (-4.169, -1.522, 3.536)
C (-5.243, -2.531, 3.750)
O (-6.224, -2.560, 3.045)
H (-5.851, -4.225, 5.000)
H (-3.823, -4.163, 6.453)
H (-2.298, -0.764, 4.175)
H (-4.324, -0.826, 2.721)

Output
net charge = +1
2S+1 = 1
lowest unoccupied orbital energy = -4.67 eV

Results of the Löwdin charge analysis, in e, for atoms 1 through 8: C -0.050; C -0.406; O -0.409; C -0.430; N -0.018; F -0.271; H 0.058; H 0.076

---

No. 4
Formula: C11H21ClF5O2P2Ru
Source: the OMol25 dataset
Level of theory: ωB97M-V with the def2-TZVPD basis set

CARTESIAN COORDINATES (ANGSTROEM)
C (-1.101, -0.026, -4.027)
C (-0.977, -0.783, -2.748)
H (-1.546, -0.663, -4.815)
H (-0.082, 0.276, -4.338)
H (-1.739, 0.877, -3.934)
O (-1.345, -1.909, -2.513)
Cl (0.753, 2.414, -1.140)
Ru (0.027, 0.233, -0.567)
P (2.037, -0.698, -1.094)
C (2.525, -2.226, -0.276)
C (2.149, -1.118, -2.850)
H (3.058, -1.709, -3.044)
H (4.257, 0.210, -1.335)
H (2.166, -0.183, -3.423)
H (2.993, 1.476, -1.260)
H (1.803, -3.018, -0.497)
H (1.244, -1.670, -3.131)
C (3.338, 0.527, -0.832)
H (3.517, -2.533, -0.620)
H (3.521, 0.665, 0.239)
H (2.569, -2.089, 0.806)
P (-2.043, 0.950, 0.073)
C (-2.953, 0.037, 1.361)
C (-2.004, 2.694, 0.599)
H (-2.779, 1.623, -2.116)
H (-4.189, 1.284, -1.025)
H (-3.237, -0.051, -1.770)
C (-3.188, 0.958, -1.345)
H (-1.107, 3.136, 0.137)
H (-2.913, 3.229, 0.281)
H (-3.926, 0.496, 1.577)
H (-2.372, 0.019, 2.288)
H (-1.869, 2.754, 1.684)
H (-3.100, -1.007, 1.063)
C (-0.433, -1.424, 0.152)
O (-0.817, -2.467, 0.498)
F (-0.366, 1.110, 2.343)
C (0.747, 0.754, 1.576)
F (1.541, 1.860, 1.530)
C (1.519, -0.223, 2.491)
F (1.493, 0.206, 3.778)
F (0.996, -1.475, 2.471)
F (2.829, -0.319, 2.124)

Output
net charge = +3
2S+1 = 5
lowest unoccupied orbital energy (alpha / beta) = -12.48 / -15.69 eV

Results of the Löwdin charge analysis, in e, for atoms 1 through 8: C 0.012; C -0.253; H 0.141; H 0.109; H 0.111; O 0.199; Cl 0.456; Ru 0.783

---

No. 5
Formula: C11H21F13IN2O3P3SSi
Source: the OMol25 dataset
Level of theory: ωB97M-V with the def2-TZVPD basis set

CARTESIAN COORDINATES (ANGSTROEM)
C (0.406, -3.697, -2.071)
P (-0.018, -1.896, -2.120)
C (0.931, -1.133, -3.510)
Si (-2.223, -1.736, -2.501)
C (-3.106, -2.354, -0.946)
C (-3.479, -1.334, 0.158)
C (-2.741, -1.479, 1.490)
F (-2.184, -2.715, 1.635)
F (-3.631, -1.309, 2.520)
C (-1.654, -0.387, 1.689)
F (-0.931, -0.286, 0.549)
F (-2.306, 0.791, 1.861)
C (-0.695, -0.585, 2.923)
F (-0.582, 0.564, 3.600)
F (-1.248, -1.485, 3.761)
C (0.726, -1.159, 2.565)
F (1.187, -1.770, 3.654)
F (0.594, -2.075, 1.611)
S (2.066, 0.102, 2.061)
F (0.966, 1.172, 1.639)
F (2.100, -0.422, 0.568)
F (3.193, -0.946, 2.443)
F (2.056, 0.657, 3.547)
F (3.188, 1.158, 1.702)
P (-3.042, -3.129, -4.125)
N (-2.241, -2.566, -5.528)
O (-2.243, -4.553, -3.752)
P (-2.653, 0.470, -2.829)
O (-4.310, 0.468, -2.954)
I (-1.998, 0.925, -5.135)
H (0.932, -3.877, -1.131)
H (1.076, -3.961, -2.893)
H (-0.471, -4.344, -2.094)
H (0.465, -1.179, -4.492)
H (1.901, -1.637, -3.558)
H (1.126, -0.096, -3.234)
H (-2.506, -3.183, -0.568)
H (-4.037, -2.805, -1.305)
H (-3.391, -0.296, -0.175)
H (-4.534, -1.472, 0.409)
H (-2.143, -3.308, -6.212)
H (-1.339, -2.130, -5.369)
H (-1.361, -4.554, -4.148)
H (-4.691, -0.371, -2.669)
C (4.453, 6.193, 3.594)
O (4.073, 7.209, 4.140)
N (3.673, 5.404, 2.828)
C (4.172, 4.199, 2.197)
C (2.284, 5.784, 2.635)
H (5.489, 5.823, 3.681)
H (4.076, 4.268, 1.111)
H (3.615, 3.331, 2.545)
H (5.223, 4.064, 2.446)
H (2.218, 6.766, 2.168)
H (1.765, 5.833, 3.592)
H (1.800, 5.047, 1.998)

Output
2S+1 = 1
ΔE to the lowest compared entry with this formula, charge and spin = 0.0 kcal per mole
SMILES string = CP(C)[Si@](CCC(F)(F)C(F)(F)C(F)(F)C(F)(F)S(F)(F)(F)(F)F)(P(N)O)P(O)I.CN(C)C=O
lowest unoccupied orbital energy = -0.24 eV

Results of the Löwdin charge analysis, in e, for atoms 1 through 8: C -0.337; P 0.728; C -0.366; Si 0.123; C -0.326; C -0.126; C -0.418; F 0.111

---

> Among the records above, which one has the highest 2S+1?

C11H21B2EuF4N4O9PSe

---

> Which value of 2S+1 does entry 4 give?

5

---

> Which value of 2S+1 does entry 4 give?

5